i.
17
Properties=species:S:1:pos:R:3 method="wB97M-V/def2-TZVPD" e_lumo_ev=0.83 gap_ev=9.85 smiles="C=C(C)C1=N[C@]1(C)O" homo_ev=-9.023
C 0.3814 -0.5869 0.2922
C -1.5727 1.1937 0.6234
C -1.4096 -0.0761 0.4042
C 1.7023 -0.1919 0.2611
C -2.3036 -1.1300 0.1507
C 2.2902 0.5182 -0.8582
N 1.1039 -1.5727 0.0702
O 2.5431 0.0060 1.3955
H -2.5789 1.7564 0.5927
H -0.8892 1.9793 0.7970
H -2.2113 -1.9230 0.8903
H -2.4688 -1.5879 -0.8751
H -3.3977 -0.8149 0.1160
H 1.6187 0.8146 -1.6941
H 3.0273 -0.1235 -1.4367
H 2.9502 1.4504 -0.5138
H 2.0423 -0.1828 2.1788

***

ii.
17
Properties=species:S:1:pos:R:3 method="wB97M-V/def2-TZVPD" e_lumo_ev=0.96 gap_ev=10.06 smiles="O[C@@H]1C=C[C@@]2(CN2)C1" homo_ev=-9.095
C 0.7484 -1.4663 0.5282
C 1.0595 -0.1856 -0.2083
C -0.2182 0.6420 -0.1615
C -0.3538 2.0921 -0.5320
C -1.0057 0.0460 0.8480
C -0.4111 -1.0482 1.4070
H -0.5136 -2.3753 -0.7607
H 1.6134 -1.7561 1.1338
H 1.7745 0.3851 0.4565
H 1.5111 -0.3304 -1.2613
H -1.1520 2.6028 0.0200
H 0.4529 2.9007 -0.9102
H -0.3800 0.8561 -2.2038
H -1.8470 0.6075 1.1930
H -0.7816 -1.5234 2.3082
N -0.9299 1.0777 -1.4168
O 0.4331 -2.5247 -0.4401

***

iii.
17
Properties=species:S:1:pos:R:3 method="wB97M-V/def2-TZVPD" e_lumo_ev=0.29 gap_ev=8.75 homo_ev=-8.457
C 0.2187 -0.5795 -1.6872
N 1.8431 0.9992 0.2231
C 1.0625 -0.0969 0.6727
C 0.3090 -0.8515 -0.2225
H 2.3860 1.4199 0.9654
H 2.4399 0.7936 -0.5677
H 1.4283 -0.6028 1.5615
H -0.0501 -1.8101 0.1248
H -0.2267 0.3975 -1.8747
H -0.3701 -1.3437 -2.1905
H 1.2218 -0.5616 -2.1241
C -0.7166 0.5990 1.5094
C -1.7612 0.0613 0.4995
C -2.8112 -0.0916 -0.0830
O -0.8143 0.2839 2.6886
H -0.4705 1.6185 1.1621
H -3.6886 -0.2352 -0.6573

***

Pick ii: it beats the second-best structure by 0.0746 hartree.

***

i.
17
Properties=species:S:1:pos:R:3 method="wB97M-V/def2-TZVPD" e_lumo_ev=0.41 gap_ev=9.23 smiles="O=C[C@@H]1CC[C@H]2N[C@H]12" homo_ev=-8.821
C 0.2585 -0.6885 2.0868
C -0.6441 -0.5698 0.6822
C -0.1174 -1.2553 -0.5981
C 0.2445 -0.1393 -1.5690
C 0.6121 1.1671 -0.6487
C -0.5482 1.0370 0.2036
H -0.4146 -1.0468 3.0902
H -1.8345 -0.9638 0.7045
H 0.7476 -1.8131 -0.4856
H -0.7019 -1.8095 -1.2621
H 0.8536 -0.4421 -2.3536
H -0.9140 0.0751 -2.0581
H 1.6728 0.9280 -0.1982
H 0.6430 2.7950 0.7620
H -1.3378 0.7355 -0.3521
N -0.0618 2.3969 -0.0508
O 1.5422 -0.4064 2.0472

***

ii.
17
Properties=species:S:1:pos:R:3 method="wB97M-V/def2-TZVPD" e_lumo_ev=1.06 gap_ev=9.50 homo_ev=-8.437
C 1.7088 0.2140 -0.1637
C -0.3613 1.2623 0.5084
C -1.1233 -0.8421 -0.0235
C -1.5225 0.6762 -0.3377
C -0.2574 -0.2296 1.0619
C 0.8303 -0.9551 0.3991
H 2.5395 0.5431 0.5497
H 2.1373 -0.1708 -1.1647
H 0.6297 1.3310 -1.4678
H -0.5741 2.3229 0.9258
H -1.7872 -1.5412 0.4564
H -2.7054 0.9185 -0.4803
H -1.2745 0.7597 -1.4942
H -0.2911 -0.3751 2.1227
H 1.4981 -1.7901 0.8108
N 0.7670 1.2155 -0.4014
O -0.1486 -1.4075 -0.7646

***

iii.
17
Properties=species:S:1:pos:R:3 method="wB97M-V/def2-TZVPD" e_lumo_ev=0.94 gap_ev=9.63 smiles="C1=C[C@H]2COC[C@@H]1N2" homo_ev=-8.686
C -1.1697 -0.4275 -0.7296
C 1.1727 -0.9401 -0.6696
C 1.0942 0.0837 0.6871
C -1.1326 0.3663 0.6028
C -0.4823 1.6059 0.3043
C 0.7827 1.4947 0.1866
H -0.9425 0.0368 -1.6109
H -2.2079 -0.8249 -0.8317
H 1.4822 -0.6356 -1.8462
H 1.4777 -1.9271 -0.2849
H 1.8959 -0.3520 1.4838
H -0.0766 -1.2969 1.2433
H -2.1384 0.0947 1.0352
H -1.0690 2.4886 0.0757
H 1.5714 2.0769 -0.5986
N -0.1075 -0.3449 1.5371
O -0.1504 -1.4985 -0.5845

***

Pick ii: it beats the second-best structure by 0.0266 hartree.